Density functional theory data (ωB97M-V with the def2-TZVPD basis set) for a molecular structure, C31H49FN2O5S6SeSi2Ta in a non-equilibrium geometry.

Element x y z (Å)
H1 -0.18 0.41 -5.56
C1 -1.19 2.45 1.21
Si1 0.28 -1.85 -4.74
H2 -2.64 0.62 3.94
O1 2.14 -0.83 -1.96
H3 1.00 -0.45 -6.59
C2 4.64 -2.59 1.42
C3 -4.29 -2.18 2.78
H4 -1.40 -4.18 4.19
C4 6.38 -1.13 0.69
Se1 -0.70 -1.61 -2.73
H5 -1.31 -5.75 1.35
H6 0.28 -4.61 4.58
C5 -0.07 4.42 1.96
H7 -0.05 5.38 2.45
H8 6.44 -3.20 3.33
H9 1.54 -3.87 -4.13
H10 4.29 -3.41 2.04
C6 0.21 -0.64 5.32
H11 2.43 5.52 2.00
H12 7.34 -3.78 1.93
F1 0.95 -1.58 0.09
C7 -1.22 3.70 1.87
C8 1.13 3.89 1.43
H13 -3.29 0.29 2.33
H14 2.93 -0.86 4.66
H15 -3.01 -1.10 5.79
S1 -2.31 0.89 -1.15
H16 4.46 4.42 1.11
C9 0.96 -0.23 4.05
H17 -2.15 4.06 2.27
C10 5.97 -2.18 1.49
H18 0.88 -0.57 6.18
C11 6.93 -2.89 2.41
H19 -0.81 -5.82 3.87
H20 1.93 1.52 3.26
C12 5.49 -0.48 -0.15
H21 -0.15 -1.67 5.25
H22 -1.90 -2.10 -5.82
C13 3.49 3.93 1.04
S2 3.04 0.06 -1.19
C14 2.21 -1.09 3.87
O2 0.15 -2.93 2.46
C15 -3.34 -1.41 3.68
Si2 -0.81 -1.60 2.39
Ta1 0.09 -0.15 -0.94
H23 1.50 -4.66 1.08
C16 1.36 1.23 4.14
C17 3.42 2.66 0.43
H24 2.50 -2.40 -3.91
H25 -4.40 0.48 3.70
C18 1.05 2.63 0.82
H26 1.98 -2.15 3.91
H27 -3.52 -2.74 5.37
H28 5.81 0.34 -0.78
H29 0.47 1.86 4.20
N1 1.97 0.74 -0.23
S3 -1.69 -1.27 0.51
H30 2.69 -2.26 0.57
H31 -0.67 -3.07 -6.67
C19 0.68 -0.26 -5.56
H32 -0.65 0.01 5.48
C20 4.16 -0.88 -0.18
H33 -2.09 1.87 1.09
S4 -2.42 2.26 -2.70
C21 -3.66 -1.68 5.14
H34 1.98 -4.70 2.79
O3 3.88 0.94 -1.94
H35 7.41 -0.80 0.72
S5 -0.66 3.25 -2.40
C22 1.20 -4.99 2.08
C23 -0.54 -4.76 3.87
C24 -3.42 0.09 3.39
H36 2.67 -0.88 2.90
S6 0.59 1.66 -2.73
H37 1.49 0.25 -5.03
C25 -1.19 -4.67 1.44
C26 -1.04 -2.75 -5.68
H38 2.27 -3.07 -5.54
H39 -1.37 -3.63 -5.13
C27 2.22 2.02 0.31
H40 7.77 -2.24 2.67
H41 1.97 1.40 5.02
C28 2.38 4.54 1.53
H42 -4.01 -2.07 1.73
O4 -2.01 -1.88 3.50
N2 -0.11 1.93 0.69
H43 -0.93 -4.25 0.47
C29 3.72 -1.95 0.60
C30 1.79 -2.90 -4.57
H44 -5.31 -1.82 2.91
C31 -0.12 -4.33 2.47
H45 -2.16 -4.24 1.74
H46 -4.70 -1.41 5.37
O5 0.12 -0.35 2.90
H47 1.11 -6.08 2.09
H48 -4.27 -3.25 3.04
H49 4.33 2.21 0.05

The value obtained for the total energy is -196557.3169 eV. Its total charge is -1. The value obtained for the energy above the lowest of the compared OMol25 structures with the same formula, charge and spin is 71.2 kJ/mol. Its HOMO-LUMO gap is 6.5 eV. For the largest force on an atom, the calculation gives 1.5 eV Å⁻¹. Its HOMO energy is -4.342 eV.